# 1
C16H48NO19 | the ωB97M-V functional and the def2-TZVPD basis

Properties
Kohn-Sham gap	9.36	eV
total charge	-1
total energy	-2122.5581	Ha
F_max	2.97	eV/Å
relative energy (zero: lowest compared OMol25 entry of this formula, charge and spin)	33.9	kcal per mole
LUMO level	2.140	eV

Each line ends with the Mulliken charge.
Positions of all 84 atoms, in Å:
H1 2.030 19.967 -1.442  0.342
C1 -0.035 10.253 0.626  -0.399
H2 3.044 7.799 -3.627  0.287
O1 0.735 13.596 -4.179  -0.548
H3 -2.632 17.201 -0.330  0.323
H4 -0.626 9.712 -0.118  0.218
H5 -1.129 16.498 -3.192  0.100
H6 1.090 8.007 -4.850  0.395
C2 2.037 16.240 0.893  0.083
O2 1.337 16.704 -9.378  -0.547
H7 0.549 9.573 1.244  0.337
H8 0.245 12.875 -1.371  0.327
C3 0.822 15.897 -7.131  0.859
O3 4.345 15.813 -4.713  -0.601
H9 2.088 8.804 -5.946  0.334
H10 3.871 15.056 -2.891  0.375
H11 1.425 10.990 -0.851  0.369
H12 -1.793 12.362 -4.009  0.078
O4 -2.013 16.757 -2.898  -0.658
H13 0.323 14.990 -9.074  0.359
C4 0.403 15.960 -8.580  -0.744
O5 0.902 17.167 2.725  -0.635
H14 2.386 15.546 1.656  0.421
H15 1.529 11.963 -4.581  0.532
H16 -2.398 14.799 -2.877  -0.334
C5 0.745 16.940 1.335  -0.076
N1 0.522 14.594 -3.488  0.208
O6 0.301 15.694 -3.992  0.435
H17 0.201 10.154 -4.779  0.108
C6 0.872 18.569 -2.080  0.178
H18 0.326 15.037 -6.676  -0.373
O7 -2.863 11.188 -5.297  -0.584
H19 -2.337 14.388 -0.559  0.284
H20 0.789 17.481 -2.076  -0.349
C7 -2.091 15.414 -0.840  0.431
H21 -0.003 18.947 -1.544  0.449
O8 -2.587 16.338 0.091  -0.570
H22 -3.502 12.619 -3.921  0.391
H23 1.123 16.688 -10.312  0.280
H24 -3.723 15.758 -2.209  0.487
O9 0.748 14.491 -2.282  -0.785
O10 -1.605 13.438 -6.495  -0.588
C8 0.920 19.067 -3.571  -0.234
C9 -2.692 13.542 -5.605  -0.353
H25 4.278 17.179 -1.659  0.090
H26 1.200 12.070 0.492  0.268
C10 0.674 11.354 -0.146  -0.414
C11 -2.691 12.420 -4.629  -0.047
H27 5.712 17.043 -2.727  0.297
H28 1.809 15.597 0.038  -0.194
H29 1.886 15.665 -7.020  0.228
O11 1.980 19.010 -1.353  -0.670
H30 0.672 16.779 -5.542  0.190
O12 3.081 17.205 0.667  -0.631
H31 -1.000 15.451 -0.855  -0.211
H32 -2.473 14.449 -5.035  0.153
H33 -3.611 13.581 -6.187  0.416
H34 2.744 16.253 -3.489  -0.272
H35 1.369 17.988 2.892  0.319
O13 -0.904 10.792 1.604  -0.567
O14 3.149 8.476 -4.301  -0.503
C12 1.876 8.766 -4.876  -0.888
H36 -1.172 11.670 1.317  0.323
H37 1.834 18.749 -4.069  0.217
O15 0.511 17.048 -6.454  -0.625
O16 4.119 18.350 -3.292  -0.614
H38 4.187 16.641 -5.178  0.360
O17 1.981 11.172 -4.899  -0.499
C13 1.216 10.071 -4.388  0.605
H39 -3.018 10.484 -4.663  0.319
C14 4.628 17.140 -2.692  -0.299
C15 -2.638 15.677 -2.271  -0.211
H40 0.551 17.943 0.949  0.157
H41 -0.594 16.404 -8.631  0.320
H42 0.135 20.804 -3.063  0.374
C16 3.805 16.007 -3.422  0.305
H43 1.240 10.058 -3.296  -0.120
H44 -0.193 16.394 1.229  0.201
H45 3.511 18.666 -2.617  0.361
H46 2.709 17.726 -0.055  0.291
H47 -0.797 13.575 -5.989  0.071
H48 0.081 18.601 -4.094  0.272
O18 0.747 20.459 -3.718  -0.599
O19 -0.219 12.159 -0.921  -0.381

# 2
C16H50B5Mg2O9S3 | the ωB97M-V functional and the def2-TZVPD basis

Properties
Kohn-Sham gap	7.05	eV
total charge	-1
total energy	-3035.1974	Ha
F_max	5.77	eV/Å
LUMO level	0.746	eV

Each line ends with the Mulliken charge.
Positions of all 85 atoms, in Å:
H1 7.068 1.374 4.890  0.274
H2 3.449 5.411 -5.458  0.350
C1 4.952 1.693 5.067  -0.643
C2 6.108 0.409 3.206  -0.506
H3 2.608 -1.752 -1.571  -0.326
S1 3.404 3.366 -4.554  0.976
H4 0.919 -2.557 2.926  -0.590
H5 4.948 1.231 1.436  0.471
C3 -5.225 -6.027 2.367  -0.568
C4 5.411 5.090 -3.897  -0.731
H6 2.412 -3.492 2.564  -0.230
C5 -3.950 -6.660 3.072  -0.564
C6 -5.009 -4.638 2.097  -0.834
O1 -7.863 0.748 0.619  -0.597
C7 5.163 3.599 -3.883  -0.678
O2 -2.693 -3.232 2.099  -0.521
H7 -4.976 -0.690 -2.033  0.265
H8 -0.944 -1.003 -4.652  -0.187
S2 -3.241 -4.466 1.632  1.011
C8 3.034 5.242 -4.464  -0.742
H9 5.634 5.254 -4.951  0.320
O3 3.322 2.727 -5.852  -0.626
H10 6.387 -0.151 5.253  0.313
H11 4.412 1.255 5.907  0.361
H12 5.505 -0.497 3.135  0.336
H13 -7.126 -0.209 -2.834  0.252
H14 5.878 3.066 -4.510  0.384
H15 6.109 2.255 2.430  0.318
H16 -1.846 0.355 -4.039  -0.416
C9 5.344 1.479 2.421  -0.754
O4 3.704 3.458 3.390  -0.664
H17 3.925 5.738 -2.426  0.332
H18 1.195 -3.324 1.331  -0.267
H19 -4.155 -6.634 4.142  0.336
H20 7.077 0.384 2.707  0.330
H21 -5.927 2.656 -3.460  0.342
H22 1.059 -2.401 -1.775  -0.327
O5 2.889 1.005 3.412  -0.503
S3 3.971 2.000 3.502  0.923
H23 5.507 2.595 5.327  0.346
H24 -1.980 -6.387 2.025  0.421
H25 5.181 3.279 -2.841  0.367
B1 1.647 -2.835 2.180  0.891
H26 -4.644 1.076 -1.849  0.250
H27 -7.179 1.883 -4.318  0.364
H28 -2.538 0.839 3.706  -0.289
H29 -5.569 -4.088 1.341  0.483
H30 -0.514 1.617 -0.837  -0.438
H31 -5.555 1.211 -4.396  0.395
H32 0.367 0.607 0.259  -0.431
B2 -1.314 -0.020 -4.900  0.680
H33 2.421 -3.300 -2.441  -0.187
H34 -2.917 1.193 5.351  -0.157
C10 -6.289 1.663 -3.729  -1.410
H35 -1.170 1.221 0.781  -0.467
H36 4.257 6.855 -3.659  0.323
H37 -5.399 -6.397 1.356  0.264
B3 -0.627 0.858 -0.079  1.881
C11 4.076 5.792 -3.504  -0.460
B4 -2.099 0.974 4.682  0.676
H38 -2.041 -0.144 -5.687  -0.171
H39 6.261 5.342 -3.262  0.336
C12 -6.549 0.666 -2.535  0.353
Mg1 -0.537 -0.348 2.688  0.512
H40 -0.439 0.559 -5.152  -0.325
O6 2.743 2.669 -3.397  -0.546
H41 2.101 -1.932 1.803  -0.369
C13 -5.356 0.268 -1.678  -0.247
C14 -7.075 0.737 -0.354  0.554
H42 -1.364 1.753 4.554  -0.291
H43 -6.099 -6.240 2.982  0.347
H44 1.954 -1.768 -3.201  -0.403
H45 -5.184 -3.932 2.909  0.367
O7 -7.394 1.190 -1.606  -0.352
H46 -0.988 -0.078 -0.475  -0.428
O8 -5.786 0.278 -0.357  -0.190
C15 6.204 0.749 4.666  -0.637
H47 -2.211 -5.479 3.580  0.306
H48 -3.711 -7.654 2.695  0.240
C16 -2.682 -5.867 2.676  -0.652
H49 1.980 5.475 -4.618  0.436
B5 2.013 -2.315 -2.273  0.798
H50 -1.621 0.021 4.852  -0.378
O9 -3.142 -4.775 0.207  -0.643
Mg2 0.328 0.125 -2.717  0.261